No. 1
{"formula": "CH2Cl2OS", "method": "wB97M-V/def2-TZVPD", "symbols": ["C", "O", "S", "Cl", "Cl", "H", "H"], "xyz": [[0.703, -0.615, -0.695], [-0.651, 0.090, 1.838], [-0.314, 1.221, 0.997], [0.406, -1.760, 0.460], [-1.769, 1.422, -0.464], [0.101, -0.402, -1.485], [1.524, 0.044, -0.651]], "forces_ev_per_a": [[1.0, 0.8, 2.1], [-0.6, -0.2, 1.3], [0.5, 0.0, -1.2], [0.3, -0.5, -0.6], [-0.4, 0.3, 0.0], [-2.1, -0.2, -1.9], [1.4, -0.1, 0.4]], "total_energy_ev": -38994.082, "lumo_ev": [-1.1, -0.5], "homo_energy_ha": [-0.3151, -0.3264], "orbital_gap_ev": [7.463, 8.386]}

=====

No. 2
{"formula": "C36H43MoN6S2Si", "method": "wB97M-V/def2-TZVPD", "symbols": ["Mo", "C", "C", "C", "C", "C", "C", "C", "N", "N", "C", "C", "C", "C", "C", "C", "N", "C", "C", "C", "C", "C", "C", "N", "H", "H", "H", "H", "H", "H", "H", "H", "H", "H", "H", "H", "H", "H", "H", "H", "H", "H", "H", "H", "S", "C", "C", "C", "C", "N", "C", "C", "C", "S", "C", "N", "H", "H", "C", "Si", "C", "C", "C", "C", "C", "C", "C", "C", "H", "H", "H", "H", "H", "H", "H", "H", "H", "H", "H", "H", "H", "H", "H", "H", "H", "H", "H", "H", "H"], "xyz": [[-0.315, -0.086, 0.577], [-1.690, 0.139, 3.503], [-0.909, 1.355, 3.950], [0.570, 1.416, 3.671], [1.413, 1.734, 4.730], [2.740, 2.031, 4.488], [3.180, 2.038, 3.175], [2.300, 1.646, 2.189], [1.025, 1.290, 2.412], [-2.094, 0.058, 2.070], [-2.944, 1.205, 1.635], [-2.112, 2.363, 1.192], [-2.483, 3.672, 1.438], [-1.601, 4.690, 1.126], [-0.373, 4.360, 0.582], [-0.105, 3.036, 0.316], [-0.960, 2.039, 0.590], [-2.947, -1.145, 1.983], [-3.100, -1.551, 0.557], [-4.141, -2.362, 0.158], [-4.210, -2.780, -1.160], [-3.235, -2.348, -2.038], [-2.241, -1.520, -1.566], [-2.151, -1.113, -0.296], [-2.610, 0.098, 4.095], [-1.124, -0.770, 3.705], [-1.035, 1.406, 5.031], [-1.362, 2.274, 3.569], [1.013, 1.769, 5.735], [3.410, 2.274, 5.303], [4.193, 2.311, 2.914], [2.643, 1.587, 1.167], [-3.635, 1.491, 2.431], [-3.540, 0.871, 0.789], [-3.433, 3.875, 1.915], [-1.859, 5.723, 1.330], [0.367, 5.112, 0.343], [0.829, 2.742, -0.132], [-3.919, -0.949, 2.442], [-2.467, -1.948, 2.535], [-4.878, -2.674, 0.887], [-5.010, -3.431, -1.492], [-3.229, -2.644, -3.079], [-1.473, -1.171, -2.223], [2.010, -0.627, 0.184], [2.448, -1.963, 1.217], [3.791, -2.247, 1.444], [4.153, -3.323, 2.237], [5.554, -3.576, 2.488], [6.668, -3.774, 2.694], [3.162, -4.143, 2.794], [1.824, -3.872, 2.546], [1.462, -2.780, 1.761], [-0.201, -2.428, 1.369], [3.511, -5.267, 3.633], [3.762, -6.160, 4.313], [4.562, -1.623, 1.007], [1.062, -4.514, 2.969], [2.063, 1.347, -2.173], [0.464, 0.339, -2.148], [0.975, -1.270, -3.234], [-0.156, -2.201, -3.697], [1.969, -2.195, -2.509], [1.728, -0.829, -4.510], [-0.813, 1.514, -3.129], [-2.312, 1.222, -2.975], [-0.526, 1.487, -4.639], [-0.647, 2.980, -2.702], [2.256, 1.670, -3.201], [2.912, 0.746, -1.848], [2.050, 2.257, -1.570], [-0.623, -2.732, -2.866], [0.271, -2.968, -4.354], [-0.928, -1.681, -4.282], [1.512, -2.723, -1.672], [2.858, -1.677, -2.147], [2.301, -2.949, -3.233], [1.092, -0.395, -5.268], [2.175, -1.727, -4.951], [2.550, -0.138, -4.306], [-2.615, 0.293, -3.463], [-2.884, 2.025, -3.457], [-2.623, 1.189, -1.926], [-0.850, 0.553, -5.098], [0.525, 1.650, -4.881], [-1.098, 2.293, -5.116], [-1.138, 3.181, -1.755], [-1.148, 3.613, -3.444], [0.394, 3.310, -2.649]], "forces_ev_per_a": [[0.4, -1.0, -0.1], [-0.1, 0.0, -0.1], [0.0, 0.0, 0.0], [0.0, 0.1, -0.1], [0.0, 0.0, 0.0], [0.1, 0.0, 0.0], [0.1, 0.0, 0.1], [-0.1, -0.1, 0.0], [0.0, -0.1, 0.3], [-0.1, 0.3, 0.0], [0.2, -0.1, 0.1], [0.0, -0.1, 0.0], [-0.1, 0.0, 0.1], [0.0, 0.2, 0.0], [0.1, 0.1, 0.0], [0.1, -0.1, 0.0], [0.0, 0.4, 0.0], [0.1, 0.1, -0.1], [0.1, 0.1, -0.1], [-0.1, -0.1, 0.0], [-0.1, -0.1, 0.0], [-0.1, 0.0, -0.1], [0.0, 0.1, 0.2], [0.0, 0.0, 0.0], [-0.1, 0.0, 0.0], [0.1, 0.0, 0.0], [0.0, 0.0, 0.0], [0.0, 0.0, 0.0], [0.0, 0.0, 0.0], [0.0, 0.0, 0.0], [0.0, 0.0, 0.0], [0.0, 0.0, 0.0], [0.0, 0.0, 0.1], [-0.1, -0.1, -0.1], [0.0, 0.0, 0.0], [0.0, 0.0, 0.0], [0.0, 0.0, 0.0], [0.1, 0.0, 0.0], [-0.1, 0.0, 0.0], [0.0, -0.1, 0.0], [0.0, 0.0, 0.0], [0.0, 0.0, 0.0], [0.0, 0.0, 0.1], [0.0, 0.1, 0.0], [-0.4, 0.3, -0.2], [0.0, 0.0, 0.1], [0.0, 0.1, 0.0], [0.4, 0.0, 0.0], [-0.2, 0.0, 0.0], [-0.2, 0.1, -0.1], [0.0, -0.2, 0.2], [-0.1, 0.0, 0.0], [0.0, -0.1, 0.0], [0.0, 0.2, 0.1], [0.0, 0.1, -0.1], [-0.1, 0.2, -0.1], [0.0, 0.0, 0.0], [0.0, 0.0, 0.0], [0.1, 0.2, -0.1], [0.0, -0.1, -0.2], [0.0, -0.1, 0.1], [0.0, 0.1, -0.2], [0.0, -0.1, 0.0], [0.2, 0.0, 0.1], [-0.1, -0.1, 0.0], [0.0, 0.0, 0.0], [0.0, -0.1, -0.1], [0.1, 0.1, 0.0], [0.0, 0.0, 0.1], [0.0, 0.0, -0.1], [0.0, -0.1, 0.0], [0.1, -0.1, -0.1], [0.0, 0.1, 0.0], [0.0, 0.0, 0.1], [0.0, 0.0, 0.1], [0.0, 0.0, -0.1], [0.0, 0.0, 0.1], [-0.1, 0.1, -0.1], [0.0, 0.1, 0.0], [-0.1, -0.1, 0.0], [0.0, 0.0, 0.0], [0.1, -0.1, 0.0], [0.0, 0.0, 0.0], [0.1, -0.1, 0.0], [-0.1, 0.0, 0.0], [0.0, -0.1, 0.0], [0.0, 0.0, 0.0], [0.0, 0.0, 0.1], [-0.1, 0.0, 0.0]], "total_energy_ev": -78370.102, "lumo_ev": [-3.0, -3.6], "charge": 1, "homo_energy_ha": [-0.3618, -0.3783], "spin_multiplicity": 3, "orbital_gap_ev": [6.890, 6.711]}

=====

No. 3
{"formula": "CH2F3P", "method": "wB97M-V/def2-TZVPD", "symbols": ["C", "F", "F", "F", "P", "H", "H"], "xyz": [[-0.051, 0.063, 0.160], [-4.832, 0.193, 1.156], [-4.257, 1.125, -0.923], [-4.652, -1.208, -0.789], [-3.709, -0.107, -0.031], [-0.251, -0.969, 0.290], [0.363, 0.327, -0.783]], "forces_ev_per_a": [[-0.3, 1.1, 1.0], [2.0, -0.6, -1.1], [1.1, -0.9, 0.5], [1.4, 0.8, 0.8], [-4.5, 0.7, -0.2], [-0.1, -1.2, 0.0], [0.4, 0.1, -1.0]], "total_energy_ev": -18508.644, "lumo_ev": [-1.2, -1.1], "homo_energy_ha": [-0.3672, -0.3657], "orbital_gap_ev": [8.841, 8.817]}

=====

Repeat the first record exactly.
{"formula": "CH2Cl2OS", "method": "wB97M-V/def2-TZVPD", "symbols": ["C", "O", "S", "Cl", "Cl", "H", "H"], "xyz": [[0.703, -0.615, -0.695], [-0.651, 0.090, 1.838], [-0.314, 1.221, 0.997], [0.406, -1.760, 0.460], [-1.769, 1.422, -0.464], [0.101, -0.402, -1.485], [1.524, 0.044, -0.651]], "forces_ev_per_a": [[1.0, 0.8, 2.1], [-0.6, -0.2, 1.3], [0.5, 0.0, -1.2], [0.3, -0.5, -0.6], [-0.4, 0.3, 0.0], [-2.1, -0.2, -1.9], [1.4, -0.1, 0.4]], "total_energy_ev": -38994.082, "lumo_ev": [-1.1, -0.5], "homo_energy_ha": [-0.3151, -0.3264], "orbital_gap_ev": [7.463, 8.386]}

=====

What is the formula in the first record?
CH2Cl2OS